Version w
This record from the OMol25 dataset describes a 11-piece molecular cluster, C4H27NO12 overall. The level of theory is ωB97M-V/def2-TZVPD.

Positions of all 44 atoms, in Å:
N 0.456 -1.775 -0.302
C 0.493 -0.633 0.389
O 1.124 -0.584 1.459
C -0.255 0.544 -0.165
C 0.720 1.553 -0.800
C 0.023 2.317 -1.889
O -0.168 1.833 -2.987
H 0.042 -1.817 -1.212
H 0.981 -2.565 0.018
H -0.795 1.026 0.649
H -1.049 0.239 -0.842
H 1.630 1.074 -1.170
H 1.062 2.242 -0.022
H -0.344 3.335 -1.693
O -2.742 -0.289 3.039
H -3.072 -0.054 2.137
H -2.541 -1.242 3.021
O -1.571 -2.470 -3.214
H -0.766 -1.892 -3.233
H -1.921 -2.467 -4.104
O 0.573 -0.811 -3.209
H 1.465 -0.883 -2.781
H 0.386 0.158 -3.236
O 0.408 3.405 2.106
H -0.064 2.657 2.528
H 1.274 3.328 2.548
O 3.335 -1.998 0.557
H 2.678 -1.464 1.083
H 4.189 -1.912 0.974
O 2.335 1.953 3.513
H 2.282 1.270 2.846
H 1.564 1.796 4.052
O -3.575 0.257 0.488
H -4.485 0.521 0.416
H -3.476 -0.554 -0.076
O -3.308 -2.037 -1.057
H -2.662 -2.119 -1.813
H -3.934 -2.759 -1.101
O -0.272 1.035 3.331
H -1.197 0.677 3.367
H 0.234 0.442 2.715
O 3.043 -0.906 -1.958
H 3.170 -1.365 -1.088
H 3.733 -1.296 -2.531

2S+1 ... 1
Structure (SMILES) ... NC(=O)CCC=O.O.O.O.O.O.O.O.O.O.O
Net charge ... 0



Version x
This record from the OMol25 dataset describes a 10-piece molecular cluster, C4H27NO12 overall. The level of theory is ωB97M-V/def2-TZVPD.

Positions of all 44 atoms, in Å:
O -2.394 1.137 2.723
C -2.034 0.375 1.852
N -1.817 0.858 0.533
C -1.297 0.144 -0.615
C -0.100 -0.730 -0.250
O 0.464 -1.170 -1.508
C -2.489 -0.601 -1.384
O -1.898 -0.925 -2.641
H -1.863 -0.743 1.950
H -1.967 1.895 0.542
H -0.803 0.876 -1.295
H 0.703 -0.169 0.406
H -0.424 -1.783 0.221
H 1.050 -0.489 -1.981
H -2.721 -1.461 -0.902
H -3.385 0.000 -1.528
H -0.932 -1.247 -2.555
O 0.281 -1.968 2.702
H 0.693 -2.785 2.357
H 0.016 -2.190 3.573
O 1.213 1.013 -2.662
H 1.364 1.711 -2.066
H 0.526 1.328 -3.216
O 1.623 -3.609 -0.979
H 1.310 -4.085 -1.771
H 1.315 -2.695 -1.095
O 1.567 -4.089 1.665
H 1.157 -3.862 0.865
H 2.486 -3.878 1.414
O -0.431 3.147 2.440
H -0.366 2.220 2.189
H -1.266 3.268 2.891
O 0.651 0.665 2.185
H 1.420 0.700 2.851
H 0.380 -0.213 2.287
O -1.119 1.858 -3.565
H -1.485 2.711 -3.244
H -1.487 1.084 -3.232
O 1.571 2.703 -0.777
H 1.499 2.706 0.234
H 2.442 3.258 -0.941
O 3.735 1.335 0.436
H 2.943 1.103 0.910
H 3.539 0.833 -0.366

2S+1 ... 1
Structure (SMILES) ... O=CNC(CO)CO.O.O.O.O.O.O.O.O.O
Net charge ... 0



Which of them is least stable? Easy: version x.



Version w
This record from the OMol25 dataset describes C19H30N4O4S in the gas phase. The level of theory is ωB97M-V/def2-TZVPD.

Positions of all 58 atoms, in Å:
C 0.422 2.633 5.107
C 1.272 2.922 3.908
C 1.259 2.213 2.684
C 2.198 2.786 1.844
C 2.808 2.535 0.518
O 3.888 3.072 0.278
N 2.199 1.719 -0.388
C 2.930 1.326 -1.581
C 3.085 -0.185 -1.705
C 1.761 -0.935 -1.891
N 1.002 -1.280 -0.691
C 1.439 -2.519 -0.064
C 0.330 -3.163 0.762
N -0.836 -3.459 -0.049
C -0.897 -4.589 -0.790
O -0.078 -5.490 -0.700
C -2.083 -4.707 -1.732
C -2.907 -5.973 -1.347
C -2.426 -7.130 -2.211
S -2.291 -6.364 -3.815
O -1.385 -7.059 -4.688
O -3.627 -6.049 -4.265
C -1.563 -4.856 -3.176
C 0.822 -0.225 0.306
C 0.855 1.195 -0.250
N 2.769 3.812 2.547
C 2.226 3.914 3.786
C 2.663 4.959 4.754
H 0.087 3.549 5.596
H -0.469 2.074 4.822
H 0.957 2.039 5.851
H 0.634 1.360 2.479
H 2.400 1.707 -2.463
H 3.899 1.814 -1.539
H 3.710 -0.376 -2.581
H 3.629 -0.577 -0.839
H 1.119 -0.345 -2.554
H 1.943 -1.869 -2.421
H 1.731 -3.230 -0.837
H 2.314 -2.361 0.589
H 0.691 -4.100 1.182
H 0.023 -2.521 1.587
H -1.416 -2.686 -0.328
H -2.719 -3.826 -1.651
H -2.790 -6.196 -0.288
H -3.962 -5.790 -1.548
H -1.434 -7.472 -1.921
H -3.124 -7.960 -2.283
H -1.865 -4.047 -3.837
H -0.484 -4.988 -3.204
H -0.140 -0.376 0.809
H 1.596 -0.291 1.087
H 0.289 1.860 0.394
H 0.370 1.228 -1.229
H 3.541 4.336 2.163
H 2.112 4.858 5.688
H 3.726 4.872 4.985
H 2.486 5.964 4.367

2S+1 ... 1
Structure (SMILES) ... Cc1cc(C(=O)N2CCCN(CCNC(=O)[C@@H]3CCS(=O)(=O)C3)CC2)[nH]c1C
Net charge ... 0



Version x
This record from the OMol25 dataset describes C19H30N4O4S in the gas phase. The level of theory is ωB97M-V/def2-TZVPD.

Positions of all 58 atoms, in Å:
C -2.004 -5.499 0.812
C -2.370 -4.183 1.426
C -2.196 -2.909 0.833
C -2.640 -1.952 1.729
C -2.771 -0.478 1.856
O -3.148 -0.035 2.941
N -2.500 0.347 0.812
C -2.619 1.788 1.006
C -1.264 2.470 1.140
C -0.308 2.200 -0.027
N 0.310 0.881 -0.064
C 1.222 0.624 1.030
C 2.393 -0.287 0.626
N 2.935 0.019 -0.689
C 3.202 1.298 -1.048
O 3.330 2.200 -0.236
C 3.333 1.550 -2.542
C 4.490 2.538 -2.826
C 3.924 3.948 -2.713
S 2.383 3.825 -3.597
O 1.402 4.763 -3.121
O 2.685 3.755 -5.006
C 2.004 2.160 -3.040
C -0.471 -0.275 -0.477
C -1.983 -0.078 -0.475
N -3.062 -2.633 2.839
C -2.911 -3.972 2.679
C -3.286 -4.937 3.751
H -2.656 -6.300 1.161
H -2.092 -5.458 -0.274
H -0.977 -5.788 1.047
H -1.781 -2.753 -0.148
H -3.155 2.194 0.142
H -3.223 1.953 1.893
H -1.428 3.549 1.217
H -0.792 2.154 2.074
H -0.819 2.385 -0.978
H 0.510 2.926 0.013
H 1.626 1.578 1.360
H 0.730 0.152 1.896
H 3.176 -0.200 1.381
H 2.081 -1.331 0.599
H 2.701 -0.613 -1.435
H 3.527 0.608 -3.056
H 5.302 2.385 -2.118
H 4.868 2.375 -3.835
H 3.697 4.209 -1.681
H 4.522 4.718 -3.195
H 1.582 1.638 -3.896
H 1.262 2.231 -2.246
H -0.184 -0.617 -1.485
H -0.249 -1.100 0.206
H -2.476 -0.994 -0.798
H -2.264 0.688 -1.199
H -3.418 -2.136 3.640
H -3.295 -5.952 3.360
H -2.578 -4.909 4.583
H -4.278 -4.722 4.150

2S+1 ... 1
Structure (SMILES) ... Cc1cc(C(=O)N2CCCN(CCNC(=O)[C@@H]3CCS(=O)(=O)C3)CC2)[nH]c1C
Net charge ... 0



Which of them is least stable? Easy: version w.



Version w
This record from the OMol25 dataset describes an isolated ion of composition C6H13N4 and charge +1. The level of theory is ωB97M-V/def2-TZVPD.

Positions of all 23 atoms, in Å:
N -2.836 0.148 0.782
C -1.857 -0.298 -0.174
C -1.741 0.774 -1.314
N -0.724 1.520 -1.178
N 0.119 1.143 -0.270
C 1.524 1.243 -0.214
C 2.215 -0.109 -0.447
C 1.681 -1.006 0.739
N 0.337 -1.379 0.344
C -0.521 -0.252 0.525
H -3.789 0.295 0.558
H -2.478 1.016 1.196
H -1.936 -1.281 -0.674
H -2.610 1.026 -1.836
H 1.691 1.516 0.754
H 1.663 2.003 -1.063
H 2.011 -0.431 -1.422
H 3.316 0.030 -0.585
H 2.485 -1.741 0.873
H 1.685 -0.465 1.645
H 0.210 -1.502 -0.725
H 0.046 -2.129 0.915
H -0.492 -0.122 1.571

2S+1 ... 1
Structure (SMILES) ... N[C@H]1C=NN2CCC[NH2+][C@H]12
Net charge ... +1



Version x
This record from the OMol25 dataset describes an isolated ion of composition C6H13N4 and charge +1. The level of theory is ωB97M-V/def2-TZVPD.

Positions of all 23 atoms, in Å:
N 1.871 2.061 0.980
N 0.760 1.352 1.310
C 0.824 0.011 0.834
N 1.804 -0.172 -0.144
C 0.063 -0.917 1.489
C -0.099 -2.294 1.025
C -0.630 -2.495 -0.171
C -1.240 -1.437 -0.921
C -0.749 -0.193 -1.104
N -1.697 0.797 -1.746
H 1.743 2.963 0.573
H 2.388 2.151 1.834
H 0.046 1.783 1.861
H 2.103 -1.130 -0.089
H 2.368 0.647 -0.166
H -0.546 -0.525 2.396
H 0.111 -3.179 1.583
H -0.767 -3.574 -0.534
H -2.166 -1.625 -1.236
H 0.178 0.148 -1.202
H -1.786 0.645 -2.831
H -2.584 0.603 -1.311
H -1.292 1.786 -1.759

2S+1 ... 1
Structure (SMILES) ... NN/C(N)=C/C=C\C=C\[NH3+]
Net charge ... +1



Which of them is least stable? Easy: version x.



Version w
This record from the OMol25 dataset describes a 2-piece molecular cluster, C11H14N2O overall. The level of theory is ωB97M-V/def2-TZVPD.

Positions of all 28 atoms, in Å:
C -2.976 2.866 -2.536
C -2.510 2.076 -1.354
C -1.781 0.888 -1.444
C -1.349 0.251 -0.291
C -1.564 0.742 0.974
O -1.318 -0.049 2.054
C -2.191 1.991 1.085
C -2.683 2.572 -0.062
H -2.655 2.393 -3.463
H -2.588 3.882 -2.541
H -4.061 2.864 -2.583
H -1.524 0.603 -2.458
H -0.845 -0.686 -0.508
H -1.524 0.440 2.863
H -2.349 2.473 2.045
H -3.280 3.474 0.049
C 1.338 -3.124 0.251
C 2.643 -2.557 0.658
C 3.579 -1.936 -0.106
N 4.441 -1.340 0.798
C 4.007 -1.651 2.033
N 2.920 -2.362 1.987
H 0.651 -2.591 -0.374
H 0.763 -3.479 1.105
H 1.392 -4.030 -0.382
H 3.649 -1.586 -1.124
H 5.202 -0.765 0.480
H 4.615 -1.357 2.843

2S+1 ... 1
Structure (SMILES) ... Cc1ccc(O)cc1.Cc1c[nH]cn1
Net charge ... 0



Version x
This record from the OMol25 dataset describes a 2-piece molecular cluster, C11H14N2O overall. The level of theory is ωB97M-V/def2-TZVPD.

Positions of all 28 atoms, in Å:
C 0.629 -4.382 -0.416
C 1.089 -3.030 0.080
C 2.441 -2.763 0.241
C 2.897 -1.509 0.608
C 1.962 -0.512 0.803
O 2.377 0.773 1.168
C 0.607 -0.734 0.636
C 0.172 -1.987 0.274
H 1.311 -5.168 -0.116
H 0.650 -4.417 -1.515
H -0.377 -4.611 -0.085
H 3.179 -3.536 0.044
H 3.931 -1.234 0.749
H 2.333 0.857 2.139
H 0.016 0.159 0.857
H -0.877 -2.238 0.154
C -3.556 3.187 0.372
C -2.274 2.872 -0.351
C -1.034 2.667 0.164
N -0.195 2.521 -0.907
C -0.966 2.616 -2.023
N -2.215 2.844 -1.726
H -3.475 4.190 0.800
H -3.797 2.437 1.114
H -4.331 3.330 -0.388
H -0.734 2.695 1.205
H 0.790 2.320 -0.869
H -0.552 2.653 -3.009

2S+1 ... 1
Structure (SMILES) ... Cc1ccc(O)cc1.Cc1c[nH]cn1
Net charge ... 0



Which of them is least stable? Easy: version w.



Version w
This record from the OMol25 dataset describes C9H13N2 as an isolated structure. The level of theory is ωB97M-V/def2-TZVPD.

Positions of all 24 atoms, in Å:
C 1.459 0.533 0.157
C 2.603 0.481 0.822
C -1.886 -0.425 0.165
C 0.011 -0.805 -1.465
C 0.597 1.650 -1.923
C 0.212 0.941 0.919
C -0.773 -0.123 1.353
C -1.222 0.026 -1.131
C 0.970 0.401 -1.214
N -0.228 -1.389 1.595
N -0.415 1.277 -0.908
H 3.473 -0.039 0.314
H 2.456 0.641 1.884
H -2.011 -1.466 0.104
H -2.736 0.206 0.185
H 0.179 -1.573 -0.659
H -0.054 -1.266 -2.469
H 1.097 2.536 -1.771
H 0.192 1.346 -2.876
H 0.363 1.932 1.325
H -1.262 0.412 2.220
H -1.943 0.169 -1.882
H -0.738 -1.913 2.344
H 0.818 -1.482 1.734

2S+1 ... 1
Net charge ... +1



Version x
This record from the OMol25 dataset describes an isolated ion of composition C9H13N2 and charge +1. The level of theory is ωB97M-V/def2-TZVPD.

Positions of all 24 atoms, in Å:
C 1.090 2.343 2.689
C 0.868 1.517 1.503
C -0.049 1.565 0.448
C 0.038 0.280 -0.202
C 1.044 -0.391 0.417
N 1.460 0.243 1.483
C 1.056 -1.762 -0.022
C 0.250 -1.920 -1.063
N -0.651 -0.748 -1.250
C -0.685 -0.404 -2.675
C -1.936 -1.079 -0.664
H 1.082 3.423 2.619
H 0.329 2.078 3.440
H 2.112 1.997 2.898
H -0.807 2.379 0.314
H 2.175 -0.085 1.993
H 1.893 -2.366 0.222
H -0.168 -2.699 -1.567
H -1.056 -1.273 -3.215
H -1.421 0.444 -2.857
H 0.319 -0.184 -2.946
H -1.841 -1.188 0.461
H -2.790 -0.264 -0.794
H -2.313 -1.905 -1.232

2S+1 ... 1
Structure (SMILES) ... Cc1cc2c([nH]1)C=C[N+]2(C)C
Net charge ... +1



Which of them is least stable? Easy: version w.



Version w
This record from the OMol25 dataset describes an isolated ion of composition C3H2IN2 and charge +1. The level of theory is ωB97M-V/def2-TZVPD.

Positions of all 8 atoms, in Å:
C 0.387 -2.426 0.030
C 1.605 -0.617 0.156
C 0.159 -0.351 -0.027
N 1.568 -2.614 -0.085
N -0.589 -1.573 -0.003
I 3.413 0.144 0.066
H -0.524 0.441 0.442
H 0.103 -0.056 -1.116

2S+1 ... 1
Net charge ... +1



Version x
This record from the OMol25 dataset describes C3H2IN2 as an isolated structure. The level of theory is ωB97M-V/def2-TZVPD.

Positions of all 8 atoms, in Å:
C -0.433 -1.453 0.474
C 0.075 0.172 -0.361
C 0.904 -0.136 0.806
N -0.888 -0.796 -0.494
N 0.479 -1.300 1.340
I -2.200 2.300 -1.764
H 0.251 0.878 -1.156
H 1.812 0.334 1.156

2S+1 ... 1
Net charge ... +1



Version y
This record from the OMol25 dataset describes C3H2IN2 as an isolated structure. The level of theory is ωB97M-V/def2-TZVPD.

Positions of all 8 atoms, in Å:
C 0.640 -1.640 1.445
C -0.551 -0.490 0.383
C 0.696 0.264 0.825
N -0.484 -1.724 0.787
N 1.455 -0.751 1.620
I 0.627 2.130 1.775
H -1.374 -0.117 -0.211
H 1.478 0.300 -0.368

2S+1 ... 1
Net charge ... +1



Which of them is least stable? Easy: version w.



Version w
This record from the OMol25 dataset describes C8H13NO3 as an isolated structure. The level of theory is ωB97M-V/def2-TZVPD.

Positions of all 25 atoms, in Å:
C -3.629 -0.605 -0.578
C -2.569 -0.123 -0.267
C 1.098 0.413 -0.386
C -4.671 -1.672 -0.545
C 4.325 -0.912 0.264
C -1.565 1.673 1.618
C 3.334 -0.325 -0.826
C -1.162 1.059 0.287
N 1.981 -0.654 -0.434
O 1.361 1.467 -0.947
O -1.045 2.064 -0.611
O -0.021 0.146 0.267
H -4.909 -1.925 -1.610
H -4.352 -2.644 -0.069
H -5.600 -1.218 0.095
H 5.269 -0.288 0.098
H 3.988 -0.682 1.358
H 4.366 -1.953 0.186
H -0.596 2.010 1.898
H -1.927 0.886 2.277
H -2.381 2.429 1.446
H 3.517 0.711 -0.940
H 3.473 -0.667 -1.762
H 1.925 -1.497 0.152
H -0.211 2.307 -0.972

2S+1 ... 1
Net charge ... 0



Version x
This record from the OMol25 dataset describes a 2-piece molecular cluster, C8H13NO3 overall. The level of theory is ωB97M-V/def2-TZVPD.

Positions of all 25 atoms, in Å:
C 0.594 1.876 2.189
C 1.149 1.262 1.284
C 1.606 0.686 0.064
N 1.627 1.593 -1.091
C 2.306 -0.420 0.004
O 3.070 -0.879 -1.121
O 2.490 -1.167 1.064
H 0.109 2.351 2.881
H 0.842 2.299 -1.108
H 2.383 2.183 -0.929
H 2.927 -0.336 -1.879
H 3.162 -1.780 0.848
C -1.958 -0.438 1.247
C -1.515 -0.156 -0.223
C -2.627 -0.596 -1.157
C -0.280 -0.970 -0.574
O 0.040 -2.032 -0.079
H -1.796 -1.403 1.456
H -2.997 -0.482 1.279
H -1.293 0.240 1.756
H -1.223 0.942 -0.337
H -2.341 -0.540 -2.171
H -3.455 -0.023 -1.053
H -3.024 -1.589 -0.922
H 0.205 -0.620 -1.428

2S+1 ... 1
Structure (SMILES) ... C#CC(N)=C(O)O.CC(C)C=O
Net charge ... 0



Which of them is least stable? Easy: version x.



Version w
This record from the OMol25 dataset describes C4H6O3S in the gas phase. The level of theory is ωB97M-V/def2-TZVPD.

Positions of all 14 atoms, in Å:
C -2.046 0.072 -0.141
C -0.875 1.246 -0.084
C -1.666 -1.329 -0.056
C 1.463 1.424 0.103
O -0.999 2.425 -0.225
O -4.466 -0.611 0.143
O 0.272 0.611 0.030
S -3.629 0.588 0.053
H -1.046 -1.430 0.892
H -2.618 -1.825 0.085
H -1.107 -1.704 -0.896
H 2.289 1.005 -0.404
H 1.930 1.486 1.074
H 1.261 2.417 -0.078

2S+1 ... 1
Net charge ... 0



Version x
This record from the OMol25 dataset describes C4H6O3S in the gas phase. The level of theory is ωB97M-V/def2-TZVPD.

Positions of all 14 atoms, in Å:
C -1.447 1.312 0.232
C -0.382 0.259 0.695
C -0.520 -0.924 -0.161
O -1.511 -1.477 -0.528
C 0.927 -1.481 -0.490
S 1.649 0.227 -0.104
O 1.756 0.934 -1.309
O 2.578 0.147 0.956
H -2.382 0.861 0.062
H -1.175 1.816 -0.693
H -1.564 2.228 0.955
H -0.210 -0.070 1.764
H 1.333 -2.210 0.149
H 0.949 -1.622 -1.527

2S+1 ... 1
Structure (SMILES) ... C[C@H]1C(=O)CS1(=O)=O
Net charge ... 0



Version y
This record from the OMol25 dataset describes C4H6O3S in the gas phase. The level of theory is ωB97M-V/def2-TZVPD.

Positions of all 14 atoms, in Å:
C 1.441 -0.181 0.776
C 0.040 0.235 0.431
C -0.194 0.452 -1.106
O -1.232 0.753 -1.631
O 0.871 0.166 -1.844
C -1.075 -0.815 0.725
O -2.316 -0.121 0.520
S -0.968 -2.224 1.659
H 1.651 -1.031 0.159
H 2.159 0.552 0.352
H 1.378 -0.388 1.816
H -0.235 1.172 0.827
H 0.558 0.556 -2.751
H -2.080 0.876 0.067

2S+1 ... 1
Structure (SMILES) ... C[C@@H](C(=O)O)C(O)=S
Net charge ... 0



Which of them is least stable? Easy: version x.